# 1
{
  "formula": "C6H11NP",
  "method": "ωB97M-V with the def2-TZVPD basis set",
  "de_lowest_kcal_mol": 0.0,
  "homo_energy_ev": -13.834,
  "charge": 1,
  "gap_ev": 9.14,
  "smiles": "CC[N+]1=CC=P(C)=C1",
  "species": ["N", "P", "H", "C", "H", "H", "H", "C", "H", "C", "H", "H", "C", "H", "H", "C", "H", "H", "C"],
  "positions_angstrom": [[-0.42619, 0.65011, 0.01056], [0.70382, -1.58195, 0.42644], [0.42346, -2.37857, 2.70269], [0.06916, 2.14167, -1.75125], [-0.23996, 2.88178, -2.37687], [2.07756, -2.25324, 2.38258], [-1.49053, -2.33754, -0.82308], [1.16387, -2.49553, 1.97676], [-0.18990, 1.14670, -2.25933], [0.67866, 0.10975, 0.62302], [1.42964, 0.84183, 0.91249], [-1.63562, 2.31698, -0.36666], [-1.32863, -0.40364, -0.41011], [-2.08838, -0.24353, -1.17071], [0.00178, 2.61044, 0.44820], [-0.50913, 2.05956, -0.35935], [1.11432, -3.55779, 1.91348], [1.10163, 2.15280, -1.60786], [-0.85556, -1.65985, -0.27100]],
  "forces_ev_per_a": [[0.52, -3.45, 1.34], [1.59, -1.31, 0.82], [-1.33, 1.04, 1.20], [-0.44, -3.63, 0.74], [-0.94, 2.37, -1.34], [2.19, 0.93, 0.46], [0.62, -0.95, 0.51], [-1.73, -0.51, -1.48], [0.41, 1.47, 0.45], [-1.82, 2.38, -0.94], [0.02, -0.51, 0.29], [1.80, -0.24, 0.25], [1.74, 1.65, -1.13], [-0.19, 0.78, 0.62], [-0.26, 0.06, -0.63], [-2.72, 0.30, 0.14], [0.34, -0.95, -1.09], [1.93, 0.11, -0.36], [-1.74, 0.45, 0.15]],
  "nbo_charge": [-0.277, 1.054, 0.258, -0.600, 0.242, 0.266, 0.296, -0.869, 0.208, -0.253, 0.265, 0.236, 0.005, 0.249, 0.231, -0.214, 0.277, 0.217, -0.593]
}



# 2
{
  "formula": "C6H11NS",
  "method": "ωB97M-V with the def2-TZVPD basis set",
  "de_lowest_kcal_mol": 153.1,
  "homo_energy_ev": -8.694,
  "charge": 0,
  "gap_ev": 9.22,
  "species": ["H", "H", "H", "C", "H", "H", "N", "S", "H", "H", "C", "H", "C", "H", "H", "C", "C", "C", "H"],
  "positions_angstrom": [[-0.24151, 3.83492, -0.88906], [-3.48064, -1.44559, 0.01019], [2.17121, 0.47868, -0.97006], [1.21611, -2.01376, -0.58485], [-0.50678, -0.08228, 1.16192], [0.29613, -2.76263, -0.67145], [2.08993, -0.14139, 1.09882], [-2.52386, -0.08346, 0.18256], [1.90647, -2.24340, -1.45646], [1.92114, -2.13354, 0.36032], [-0.72537, -0.79502, 0.26104], [2.98305, -0.58493, 0.71543], [1.37358, 0.46070, -0.15082], [-0.84278, -1.83991, 0.59795], [1.91289, 0.65968, 2.11009], [0.67989, 1.76577, -0.08280], [0.23797, 2.84185, -0.43645], [0.47992, -0.74566, -0.64498], [0.06066, -0.63926, -1.74834]],
  "forces_ev_per_a": [[1.41, -2.93, 1.62], [2.48, 3.07, 0.24], [-0.89, 0.75, 1.06], [0.75, -3.57, 0.04], [0.03, -1.92, -1.17], [2.59, 0.64, 0.45], [-1.63, 3.77, 1.68], [-0.98, -3.45, -1.32], [-0.94, 0.57, 0.70], [-2.31, -0.19, -1.77], [-1.36, 0.93, 3.58], [-1.11, 1.83, 1.91], [1.80, -2.12, -0.67], [-0.21, 0.76, 0.34], [1.90, -3.40, -4.43], [0.38, 0.51, -0.88], [-1.09, 1.55, -0.87], [-1.95, 2.88, -2.43], [1.15, 0.31, 1.93]],
  "nbo_charge": [0.273, 0.144, 0.214, -0.627, 0.223, 0.219, -0.923, -0.103, 0.216, 0.241, -0.476, 0.398, -0.119, 0.222, 0.421, -0.085, -0.188, -0.276, 0.225]
}



# 3
{
  "formula": "C6H11NS",
  "method": "ωB97M-V with the def2-TZVPD basis set",
  "de_lowest_kcal_mol": 132.4,
  "homo_energy_ev": -8.548,
  "charge": 0,
  "gap_ev": 9.14,
  "smiles": "C#C[C@@H](N)[C@@H](C)CS",
  "species": ["H", "H", "H", "H", "H", "C", "H", "N", "H", "S", "C", "C", "C", "H", "C", "C", "H", "H", "H"],
  "positions_angstrom": [[3.44788, -0.36718, 0.21988], [0.38574, 0.24302, -1.22834], [-1.83615, -1.17177, -0.71946], [-0.10813, -2.18218, -0.85666], [-0.26895, 4.24363, 0.09335], [-0.50311, 1.96670, -0.00768], [-1.08404, -2.20172, 0.74707], [-1.72454, -0.03483, -0.84703], [1.76039, -1.18374, -0.79110], [2.72559, 0.80787, -0.19051], [0.35846, -0.46407, 0.64005], [-0.09567, -1.92825, 0.35699], [1.28039, -0.18946, -0.60198], [-1.56405, 0.66983, 1.12169], [-0.91029, 0.54548, 0.23308], [-0.50412, 3.23991, 0.29555], [0.55733, -0.21278, 1.73689], [-2.71620, 0.57109, -1.07547], [0.79945, -2.35155, 0.87366]],
  "forces_ev_per_a": [[-0.83, 1.87, -0.51], [3.14, -1.05, -0.46], [-0.27, 4.40, -0.37], [0.28, 0.66, 3.36], [0.11, 0.79, 0.15], [-0.61, 6.49, 2.35], [0.56, -0.21, 0.42], [-2.53, -0.97, -0.97], [-0.93, 1.04, -1.00], [1.14, -1.05, 0.26], [-3.54, 1.69, -1.92], [1.09, 0.21, -1.30], [-0.71, -0.60, 1.74], [0.47, -0.21, -0.04], [-0.77, -0.61, 1.96], [0.25, -8.01, -2.46], [0.49, -0.58, -1.75], [3.78, -2.67, 1.19], [-1.12, -1.19, -0.62]],
  "nbo_charge": [0.121, 0.293, 0.398, 0.222, 0.232, -0.035, 0.214, -0.903, 0.224, -0.022, -0.212, -0.656, -0.583, 0.211, -0.163, -0.219, 0.240, 0.404, 0.235]
}



# 4
{
  "formula": "C6H11NS",
  "method": "ωB97M-V with the def2-TZVPD basis set",
  "de_lowest_kcal_mol": 116.6,
  "homo_energy_ev": -8.517,
  "charge": 0,
  "gap_ev": 9.49,
  "smiles": "C[C@@H]1C[C@@H]2[C@@H](S)[C@H]2N1",
  "species": ["S", "H", "H", "H", "C", "C", "C", "H", "H", "H", "H", "H", "H", "N", "H", "C", "H", "C", "C"],
  "positions_angstrom": [[0.87283, -2.69060, 2.59144], [-0.04048, 2.42378, -0.73562], [-0.01629, -0.40614, 3.00602], [0.51529, 2.28589, -2.53480], [-0.12481, 1.85382, -1.74341], [0.17177, -1.01888, 2.05019], [0.65341, -0.21191, 0.81661], [1.43774, -2.96169, 1.42109], [-1.28239, 2.01812, -2.03467], [2.17788, 0.31561, -0.60085], [0.35030, 0.90798, 1.03335], [-0.33702, -1.87010, 0.33311], [-2.13256, -0.29562, -0.71831], [1.22546, -0.19864, -0.41587], [-0.10124, -0.35292, -2.12971], [0.03626, 0.26483, -1.23283], [-1.58612, 0.88387, 0.35648], [-0.55704, -0.95947, 0.71730], [-1.26300, 0.01208, -0.17953]],
  "forces_ev_per_a": [[-0.80, 1.46, -0.22], [0.16, -0.44, -1.86], [0.16, -0.90, -1.80], [-0.15, -0.60, 0.54], [-1.96, -0.70, 2.54], [1.11, 0.17, 1.35], [0.61, 3.37, 4.21], [0.15, -0.07, -0.31], [2.69, -0.59, 0.44], [-2.79, -1.01, 0.66], [0.58, -1.87, 0.66], [0.23, -2.67, -1.78], [-0.51, -0.66, -0.60], [3.27, 0.61, -3.74], [0.17, -0.05, 0.33], [-1.90, 1.97, -0.82], [0.30, 0.69, 0.17], [-2.10, 1.64, 1.69], [0.78, -0.35, -1.47]],
  "nbo_charge": [-0.037, 0.202, 0.245, 0.219, -0.648, -0.263, -0.037, 0.123, 0.216, 0.385, 0.134, 0.210, 0.209, -0.652, 0.190, -0.026, 0.210, -0.295, -0.386]
}



# 5
{
  "formula": "C6H11NS",
  "method": "ωB97M-V with the def2-TZVPD basis set",
  "de_lowest_kcal_mol": 105.9,
  "homo_energy_ev": [-7.001, -7.023],
  "charge": 0,
  "gap_ev": [6.80, 6.85],
  "species": ["C", "C", "C", "C", "H", "H", "H", "H", "C", "H", "H", "H", "H", "H", "H", "S", "H", "C", "N"],
  "positions_angstrom": [[1.45097, -1.04932, -1.63454], [-1.95961, 0.01829, 1.30631], [-0.94559, 1.41891, -0.92561], [-0.34290, 0.19695, -0.47789], [-0.28652, -2.21382, 1.88884], [0.84332, -1.91009, -1.93194], [-2.66705, 0.39751, 0.59208], [-1.51187, 1.44175, -1.88259], [0.15416, -1.20454, 1.69368], [-1.61785, 1.95382, -0.16964], [0.04421, 1.98826, -1.10244], [1.11519, -1.40499, 1.22044], [2.99396, 1.51842, -0.41277], [2.51923, -1.16852, -1.64131], [-2.33735, -0.52449, 2.10655], [2.00960, 1.75794, -1.22853], [0.36955, -0.79273, 2.69807], [-0.72729, -0.35938, 0.85951], [0.89584, -0.06396, -0.95824]],
  "forces_ev_per_a": [[-1.67, 0.37, 2.22], [1.42, -1.13, -1.99], [-0.63, 2.52, -0.39], [1.09, -2.09, 1.58], [0.14, 0.75, -0.24], [-0.03, 0.51, -0.05], [-0.18, 0.50, 0.19], [0.59, -0.39, 0.35], [0.67, -1.40, 0.70], [1.26, -0.83, -0.90], [-1.75, 0.18, 0.18], [0.04, 0.12, 0.00], [0.69, -0.69, 0.88], [0.30, 0.51, -0.27], [-0.71, -0.37, 1.80], [0.38, 1.09, -1.32], [-0.23, 0.11, -0.60], [-1.46, 1.36, -0.91], [0.08, -1.13, -1.20]],
  "nbo_charge": [-0.072, -0.417, -0.680, 0.126, 0.225, 0.194, 0.197, 0.231, -0.659, 0.235, 0.253, 0.218, 0.115, 0.201, 0.193, -0.305, 0.237, -0.001, -0.293]
}



# 6
{
  "formula": "C6H11O",
  "method": "ωB97M-V with the def2-TZVPD basis set",
  "de_lowest_kcal_mol": 31.5,
  "homo_energy_ev": -2.176,
  "charge": -1,
  "gap_ev": 5.79,
  "smiles": "C=CCCCC[O-]",
  "species": ["H", "H", "C", "H", "H", "O", "H", "C", "H", "H", "C", "H", "H", "H", "C", "C", "C", "H"],
  "positions_angstrom": [[1.46825, 1.19332, 1.43138], [-0.36759, -1.23573, 1.06561], [-0.35872, -1.64220, -1.28196], [-0.03244, 3.65649, 1.38590], [0.39220, 0.57346, 2.67571], [-0.02074, -2.19730, -2.45197], [1.25088, -1.28857, 1.43281], [-0.72188, 2.90514, 0.97923], [0.49686, 0.43317, -0.95405], [1.63221, -1.07119, -0.95207], [0.68812, -0.60107, -0.67337], [-1.20406, 0.97054, 0.27674], [-0.47173, -2.40800, -0.44803], [-1.71039, 3.37791, 1.02055], [0.53719, -0.63074, 0.91081], [0.47818, 0.76275, 1.60675], [-0.55852, 1.57814, 0.89490], [-1.32842, -1.09213, -1.37359]],
  "forces_ev_per_a": [[0.08, 0.28, 0.27], [-0.42, 0.65, 0.29], [0.45, -0.15, -0.71], [0.38, -0.93, 0.33], [-0.61, 0.64, 0.12], [0.19, 0.23, 0.20], [0.40, 0.39, -0.39], [-0.66, 0.61, 1.17], [0.49, -0.07, -0.73], [0.24, 0.77, -0.28], [-0.61, -1.42, 2.08], [-0.84, 0.05, 0.37], [-0.16, 0.27, -0.18], [0.03, -0.33, -1.52], [-0.06, -0.49, -0.46], [1.33, -1.44, -2.03], [0.10, 0.80, 0.95], [-0.32, 0.12, 0.52]],
  "nbo_charge": [0.202, 0.190, 0.012, 0.173, 0.208, -0.949, 0.186, -0.444, 0.178, 0.209, -0.464, 0.210, 0.052, 0.187, -0.408, -0.468, -0.138, 0.064]
}